15
Properties=species:S:1:pos:R:3:nbo_charge:R:1 method="wB97M-V/def2-TZVPD" lumo_energy_ha=-0.155 e_above_lowest_kj_mol=289.6 charge=+1 gap_ha=0.3246 molar_mass_g_mol=122.2 fmax_ha_per_bohr=0.09189 e_tot_ev=-19651.8181
C 1.994 1.485 -1.282 0.715
C 0.525 1.094 0.663 -0.198
C -0.863 -1.276 -0.059 -0.183
N -1.661 -1.895 0.951 -0.807
O 1.182 1.997 -0.454 -0.441
O 2.634 2.111 -2.142 -0.541
S 0.989 -0.642 0.475 0.074
H 2.160 0.368 -1.505 0.226
H -0.514 1.083 0.660 0.223
H -0.705 -1.935 -0.795 0.200
H -1.114 -0.307 -0.500 0.188
H -1.745 -2.869 0.859 0.401
H -2.371 -1.345 1.315 0.392
H 0.894 1.401 1.542 0.222
H 2.590 3.079 -2.003 0.530